Density functional theory data (the ωB97M-V functional and the def2-TZVPD basis) for C5H10O2 in the gas phase.

energy above the lowest of the compared OMol25 structures with the same formula, charge and spin: 131.5 kJ/mol
orbital gap: 10.8066 eV
HOMO: -10.01 eV
SMILES: C[C@@H](O)CCC=O
largest force on an atom: 0.5 eV/A

Geometry as ORCA input:
```
! RIJCOSX wB97M-V def2-TZVPD def2/J DEFGRID3
* xyz 0 1
C -2.1460 -0.0794 -0.0205
C -0.8103 -0.5905 -0.5500
O -0.3780 0.1686 -1.6592
C 0.2430 -0.6802 0.5884
C 1.6604 -0.2597 0.1491
C 1.8050 1.2296 0.3455
O 1.1370 2.0577 -0.2390
H -2.4909 -0.6694 0.8369
H -2.0469 0.9643 0.3032
H -2.9063 -0.1228 -0.8050
H -0.9532 -1.5989 -0.9549
H -0.0674 1.0326 -1.3342
H -0.0709 -0.0528 1.4341
H 0.2733 -1.7047 0.9734
H 1.7953 -0.4894 -0.9148
H 2.4319 -0.7755 0.7293
H 2.5237 1.5706 1.1178
*
```

=====

Density functional theory data (the ωB97M-V functional and the def2-TZVPD basis) for C5H13NO2 in the gas phase.

energy above the lowest of the compared OMol25 structures with the same formula, charge and spin: 148.6 kJ/mol
orbital gap: 9.8382 eV
HOMO: -8.92 eV
SMILES: C[C@@H](CCO)NCO
largest force on an atom: 0.8 eV/A

Geometry as ORCA input:
```
! RIJCOSX wB97M-V def2-TZVPD def2/J DEFGRID3
* xyz 0 1
C 0.3824 -1.7853 -0.6326
C 0.4203 -0.3623 -0.1023
C 0.4148 0.6148 -1.2502
C 0.6174 2.0754 -0.8818
O 0.2388 2.8504 -2.0307
N -0.7038 -0.0462 0.8081
C -0.6841 -0.7664 2.0541
O -1.6614 -1.8068 2.0537
H 1.3317 -2.0965 -1.0672
H 0.1438 -2.5049 0.1402
H -0.3917 -1.9127 -1.3984
H 1.3295 -0.1979 0.4877
H -0.5190 0.5696 -1.7985
H 1.1924 0.3197 -1.9664
H -0.0069 2.3452 -0.0281
H 1.6698 2.2618 -0.6611
H 0.6571 3.7199 -1.9572
H -1.5740 -0.3019 0.3508
H -0.8704 -0.0970 2.8912
H 0.2948 -1.2273 2.2153
H -2.2815 -1.6516 2.7733
*
```

=====

Density functional theory data (the ωB97M-V functional and the def2-TZVPD basis) for a molecular structure, C51H29Cl4N5OPtTe.

orbital gap (alpha / beta): 4.5967 / 4.7981 eV
HOMO (alpha / beta): -5.87 / -7.90 eV
largest force on an atom: 0.5 eV/A

Geometry as ORCA input:
```
! RIJCOSX wB97M-V def2-TZVPD def2/J DEFGRID3
* xyz 0 5
Pt -0.1105 -0.0427 0.4921
Cl 7.3710 -3.8564 4.7953
C 5.9860 -3.1560 4.0256
C 4.7633 -3.8056 4.0979
C 3.6608 -3.2519 3.4708
C 3.7650 -2.0473 2.7753
C 5.0010 -1.4068 2.7256
C 6.1132 -1.9593 3.3401
C 2.5822 -1.4566 2.1052
C 2.1095 -0.2478 2.5884
C 2.6589 0.4418 3.7274
C 1.8976 1.5347 3.9383
C 0.8757 1.5427 2.9245
C -0.1073 2.5115 2.8063
C -0.0948 3.6333 3.7738
C 0.9682 4.5341 3.7911
C 0.9921 5.5880 4.6896
C -0.0492 5.7372 5.5916
Cl -0.0187 7.0407 6.7325
C -1.1182 4.8549 5.5883
C -1.1405 3.8136 4.6760
C -1.0999 2.5415 1.7897
N -1.2477 1.6191 0.7937
C -2.2513 2.0658 -0.0155
C -2.7268 1.4206 -1.1911
C -3.8893 2.0345 -1.8755
C -5.1285 2.0534 -1.2365
C -6.2366 2.6017 -1.8583
C -6.1012 3.1556 -3.1223
Cl -7.4773 3.8700 -3.8951
C -4.8788 3.1469 -3.7744
C -3.7787 2.5795 -3.1512
C -2.2200 0.2454 -1.7170
C -2.7733 -0.4423 -2.8554
C -2.1019 -1.6064 -2.9829
C -1.1198 -1.6484 -1.9329
N -1.2136 -0.5078 -1.1788
C -0.2714 -2.7184 -1.6861
C 0.7159 -2.7532 -0.6643
C 1.6410 -3.8039 -0.4868
C 2.4546 -3.4470 0.5605
C 2.0059 -2.1879 1.0217
N 0.9578 -1.7707 0.2588
C -0.4264 -3.9402 -2.5135
C -0.1072 -3.9601 -3.8676
C -0.2377 -5.1242 -4.6087
C -0.6984 -6.2770 -3.9951
Cl -0.8382 -7.7386 -4.9127
C -1.0457 -6.2732 -2.6524
C -0.8983 -5.1100 -1.9179
C -2.7482 3.2922 0.4755
C -2.0269 3.5904 1.6065
N 1.0112 0.4326 2.1371
H 4.6755 -4.7362 4.6416
H 2.7002 -3.7458 3.5396
H 5.0955 -0.4756 2.1807
H 7.0745 -1.4672 3.2863
H 3.5091 0.1199 4.3036
H 2.0137 2.2683 4.7172
H 1.7738 4.4197 3.0759
H 1.8142 6.2904 4.6921
H -1.9241 4.9797 6.2985
H -1.9740 3.1222 4.6752
H -5.2173 1.6155 -0.2491
H -7.2023 2.5982 -1.3713
H -4.7920 3.5808 -4.7610
H -2.8180 2.5730 -3.6512
H -3.5862 -0.0812 -3.4620
H -2.2512 -2.3854 -3.7108
H 1.6981 -4.6913 -1.0936
H 3.2913 -3.9950 0.9547
H 0.2674 -3.0601 -4.3395
H 0.0243 -5.1377 -5.6578
H -1.4256 -7.1733 -2.1887
H -1.1616 -5.0993 -0.8676
H -3.5233 3.8814 0.0165
H -2.1056 4.4621 2.2328
Te -2.0981 -2.3313 1.3185
C -3.9351 -1.3258 1.4675
C -3.9628 -0.0105 1.9335
C -5.1752 0.6295 2.1345
C -6.3658 -0.0305 1.8589
C -6.3411 -1.3274 1.3608
C -5.1325 -1.9749 1.1646
H -3.0318 0.5072 2.1358
H -5.1861 1.6454 2.5092
H -7.3115 0.4668 2.0316
H -7.2665 -1.8405 1.1329
H -5.1162 -2.9864 0.7786
O 2.9085 2.7400 -0.1024
C 2.1528 1.8825 -0.4391
N 1.3967 1.0227 -0.7974
*
```

=====

Density functional theory data (the ωB97M-V functional and the def2-TZVPD basis) for a molecular structure, C21H25FIrN4OSi.

energy above the lowest of the compared OMol25 structures with the same formula, charge and spin: 59.8 kJ/mol
orbital gap: 6.9849 eV
HOMO: -11.16 eV
largest force on an atom: 0.8 eV/A

Geometry as ORCA input:
```
! RIJCOSX wB97M-V def2-TZVPD def2/J DEFGRID3
* xyz 1 1
Ir -0.1952 0.1347 0.0819
C 1.1573 0.2991 3.5887
C 0.3362 -0.8732 3.1598
C 0.0704 -1.9695 3.9710
C -0.6752 -3.0283 3.4698
C -1.1852 -3.0184 2.1762
C -0.9518 -1.8686 1.4428
N -0.1861 -0.8645 1.9331
N -1.2827 -1.5000 0.1436
Si -2.8946 -1.7316 -0.6082
C -3.0622 -3.5427 -1.0000
C -2.9481 -0.7314 -2.1685
C -4.1782 -1.1972 0.6270
H 0.7022 0.7821 4.4540
H 1.2385 1.0285 2.7856
H 2.1586 -0.0185 3.8811
H 0.4533 -1.9943 4.9813
H -0.8593 -3.8872 4.1027
H -1.7517 -3.8423 1.7698
H -2.3190 -3.8614 -1.7333
H -4.0504 -3.7272 -1.4307
H -2.9730 -4.1863 -0.1236
H -2.2089 -1.0887 -2.8891
H -2.7830 0.3363 -2.0098
H -3.9340 -0.8489 -2.6255
H -4.2245 -1.8719 1.4848
H -5.1685 -1.1888 0.1662
H -3.9826 -0.1900 1.0036
F -2.7358 5.1231 -2.1386
C -2.0854 4.0670 -1.6480
C -2.5153 3.5358 -0.4403
C -1.8423 2.4425 0.0653
C -0.7490 1.8827 -0.6257
C -0.3351 2.4718 -1.8308
C -1.0171 3.5574 -2.3609
H -3.3534 3.9865 0.0735
H -2.1576 2.0117 1.0101
H 0.4844 2.0478 -2.3963
H -0.7415 4.0072 -3.3047
N 3.6774 -3.4079 -0.9708
C 4.3907 -2.2793 -1.1930
O 5.5640 -2.2858 -1.4910
C 3.6747 -0.9538 -1.0483
C 4.3941 0.1985 -1.3418
C 3.7776 1.4284 -1.2181
C 2.4578 1.4831 -0.8123
N 1.7545 0.3750 -0.5302
C 2.3635 -0.8218 -0.6399
H 4.1536 -4.2861 -1.0940
H 2.6898 -3.4209 -0.8039
H 5.4241 0.0947 -1.6567
H 4.3075 2.3464 -1.4272
H 1.9431 2.4223 -0.6789
H 1.7387 -1.6691 -0.3902
*
```

=====

Density functional theory data (the ωB97M-V functional and the def2-TZVPD basis) for 2 unconnected molecules or ions with the total composition C4H13NO in a non-equilibrium geometry.

energy above the lowest of the compared OMol25 structures with the same formula, charge and spin: 178.9 kJ/mol
orbital gap: 9.3053 eV
HOMO: -8.40 eV
SMILES: CCN(C)C.O
largest force on an atom: 3.6 eV/A

Geometry as ORCA input:
```
! RIJCOSX wB97M-V def2-TZVPD def2/J DEFGRID3
* xyz 0 1
C 0.1197 -1.8525 -0.0005
C -0.8568 -0.7983 0.2795
N -0.0165 0.4149 0.2892
C -0.8390 1.6595 0.1306
C 0.9690 0.4811 1.3610
H 0.9473 -1.5078 -0.5357
H 0.5926 -2.3460 0.8989
H -0.2132 -2.6558 -0.5511
H -1.3873 -0.7555 1.2971
H -1.5797 -0.5786 -0.4837
H -1.7142 1.6119 0.9417
H -1.5075 1.6832 -0.7805
H -0.1914 2.6139 0.1163
H 0.3823 0.7196 2.2938
H 1.5302 -0.4383 1.5327
H 1.5927 1.4035 1.0892
O 0.4504 0.0742 -2.9568
H 1.3183 -0.3921 -2.7448
H 0.4033 0.6632 -2.1767
*
```

=====

Density functional theory data (the ωB97M-V functional and the def2-TZVPD basis) for 3 unconnected molecules or ions with the total composition C18H23N4O8 in a non-equilibrium geometry.

orbital gap: 7.3149 eV
HOMO: -11.22 eV
largest force on an atom: 3.2 eV/A

Geometry as ORCA input:
```
! RIJCOSX wB97M-V def2-TZVPD def2/J DEFGRID3
* xyz 1 1
C 7.7286 0.7792 2.2503
C 6.5929 1.2934 3.2322
C 5.6186 2.1874 2.3774
N 4.9402 1.2889 1.3975
N 3.7209 1.8659 1.0374
C 2.5940 1.3746 1.5039
N 1.4865 2.2544 1.6874
C 0.9026 1.7981 3.0043
C 1.4138 0.2948 3.1124
N 2.2676 0.0600 1.9089
H 8.5779 0.4588 2.8891
H 7.3769 -0.0876 1.6462
H 8.0317 1.6176 1.5816
H 6.0444 0.4008 3.6002
H 7.0220 1.9177 4.0445
H 6.2232 2.9642 1.8504
H 4.8435 2.6121 3.0494
H 5.4997 1.1393 0.5616
H 3.6422 2.7065 0.4577
H 1.9678 3.1163 1.9623
H 1.2229 2.4994 3.8063
H -0.2020 1.8459 3.0807
H 0.5353 -0.3767 3.0973
H 2.0481 0.2991 4.0199
H 1.8133 -0.5276 1.2156
C -2.7543 1.0062 -1.6990
C -1.8430 1.4065 -0.8117
C -2.2316 1.9688 0.5108
O -1.3523 2.2996 1.2906
C -3.6543 2.1019 0.8131
C -4.5718 1.7057 -0.0739
C -4.1818 1.1160 -1.3900
O -5.0494 0.7514 -2.1580
O -5.8855 1.8179 0.1765
O -0.5167 1.3232 -1.0633
H -2.4822 0.5946 -2.6597
H -3.9225 2.5279 1.7700
H -6.3336 1.4635 -0.6129
H -0.0830 1.6777 -0.2664
C -5.3192 -4.3304 -3.0974
C -4.7652 -3.1567 -2.7860
C -3.4837 -2.7073 -3.4073
O -3.0186 -1.6205 -3.1074
C -2.8298 -3.6057 -4.3574
C -3.3826 -4.7813 -4.6672
C -4.6761 -5.2193 -4.0659
O -5.1504 -6.2888 -4.3905
O -2.8004 -5.6260 -5.5352
O -5.3373 -2.3216 -1.8984
H -6.2475 -4.6654 -2.6559
H -1.8940 -3.2774 -4.7880
H -3.3951 -6.3958 -5.5867
H -4.7509 -1.5473 -1.8573
*
```

=====

Density functional theory data (the ωB97M-V functional and the def2-TZVPD basis) for C6H9N in the gas phase in a non-equilibrium geometry.

energy above the lowest of the compared OMol25 structures with the same formula, charge and spin: 446.2 kJ/mol
orbital gap: 8.4492 eV
HOMO: -7.83 eV
SMILES: [H]/N=C(/C)CC=C=C
largest force on an atom: 5.3 eV/A

Geometry as ORCA input:
```
! RIJCOSX wB97M-V def2-TZVPD def2/J DEFGRID3
* xyz 0 1
H -1.4836 1.3974 1.2130
N -1.6794 0.4806 0.8406
C -0.9818 -0.0734 -0.0254
C -1.1933 -1.4583 -0.5439
C -0.0612 0.9908 -1.2792
C 1.1301 0.4102 -0.7066
C 1.2617 0.1824 0.6136
C 1.7501 0.2826 1.8181
H -2.0083 -1.4408 -1.2690
H -0.2989 -1.8406 -1.0252
H -1.4780 -2.1111 0.2809
H -0.3457 1.9788 -0.9329
H -0.2263 0.7747 -2.3291
H 1.7106 -0.2349 -1.3635
H 1.3915 -0.3471 2.6257
H 2.5127 1.0087 2.0830
*
```

=====

Density functional theory data (the ωB97M-V functional and the def2-TZVPD basis) for C9H15N5S in the gas phase in a non-equilibrium geometry.

energy above the lowest of the compared OMol25 structures with the same formula, charge and spin: 104.3 kJ/mol
orbital gap: 8.8855 eV
HOMO: -8.19 eV
SMILES: CCSn1cc(N)c2nc(C(C)C)nn21
largest force on an atom: 4.4 eV/A

Geometry as ORCA input:
```
! RIJCOSX wB97M-V def2-TZVPD def2/J DEFGRID3
* xyz 0 1
C -3.8396 -1.7747 0.9604
C -3.1127 -1.8685 -0.3768
S -2.9330 -0.2023 -1.1423
N -1.8915 0.5156 -0.0747
C -1.9580 1.9354 0.2329
C -0.7248 2.5160 0.1722
N -0.2496 3.7611 0.5736
C 0.1659 1.4519 -0.1657
N 1.3999 1.0287 -0.0730
C 1.3927 -0.2993 -0.1837
C 2.6989 -1.0489 -0.2421
C 3.4671 -0.5262 0.9303
C 3.3928 -0.7636 -1.6468
N 0.1735 -0.8049 -0.2981
N -0.5593 0.3034 -0.2507
H -3.2487 -0.8860 1.5748
H -4.9185 -1.5553 0.7324
H -3.8327 -2.8121 1.4963
H -3.8184 -2.4013 -1.1513
H -2.0932 -2.2388 -0.1934
H -3.0090 2.3618 0.3707
H 0.6459 4.0543 0.1147
H -0.8832 4.4991 0.2351
H 2.4798 -2.0375 -0.1457
H 3.7468 0.4967 0.8538
H 4.3454 -1.0767 1.2469
H 3.0122 -0.5895 1.9634
H 3.4792 0.2948 -1.4491
H 2.4275 -0.8971 -2.3107
H 4.2448 -1.4361 -1.7533
*
```

=====

Density functional theory data (the ωB97M-V functional and the def2-TZVPD basis) for 9 unconnected molecules or ions with the total composition C19H32I2N9O3PS.

energy above the lowest of the compared OMol25 structures with the same formula, charge and spin: 0.0 kJ/mol
orbital gap: 9.3372 eV
HOMO: -9.38 eV
largest force on an atom: 0.4 eV/A

Geometry as ORCA input:
```
! RIJCOSX wB97M-V def2-TZVPD def2/J DEFGRID3
* xyz 0 1
C -3.0230 -0.1016 -0.5062
C -2.3554 -1.4796 -0.6049
I -3.2651 -2.8887 0.7358
C -0.8526 -1.4049 -0.3875
I 0.2138 -3.0211 -1.3203
O -0.5303 -1.3431 0.9992
S 0.5665 -0.1874 1.3811
O 1.8637 -0.8095 1.4324
O 0.0955 -0.1210 2.9238
P -1.4423 0.1753 3.4931
N -1.5471 1.2992 4.5288
H -2.2760 0.6920 -0.5782
H -3.5660 0.0269 0.4283
H -3.7139 0.0306 -1.3352
H -2.5478 -1.9383 -1.5703
H -0.4869 -0.4949 -0.8672
H -2.0639 0.4175 2.2650
H -1.8125 -1.1331 3.8285
H -1.6659 0.9808 5.4845
C 0.2708 0.3444 8.5929
C -1.0771 0.2671 8.0413
N -2.1382 0.2063 7.6069
H 0.2341 0.7486 9.6027
H 0.7172 -0.6477 8.6222
H 0.8845 0.9937 7.9709
C 1.7596 -3.6841 2.9465
C 1.8528 -5.1064 2.6408
N 1.9354 -6.2254 2.3966
H 2.7570 -3.2632 3.0487
H 1.2278 -3.1734 2.1466
H 1.2245 -3.5366 3.8832
C 1.6764 3.4437 -0.7092
C 0.5495 2.5856 -1.0554
N -0.3357 1.9040 -1.3256
H 1.4990 4.4545 -1.0723
H 1.7976 3.4704 0.3726
H 2.5879 3.0568 -1.1614
C 5.2512 -2.1349 1.4912
C 5.2738 -2.6689 2.8491
N 5.2505 -3.0828 3.9196
H 4.2688 -1.7090 1.2835
H 6.0075 -1.3597 1.3827
H 5.4542 -2.9298 0.7756
C 3.5162 -6.7016 -0.5399
C 3.2232 -6.6569 -1.9681
N 3.0006 -6.6079 -3.0934
H 4.2581 -5.9430 -0.2956
H 2.6167 -6.5176 0.0437
H 3.9083 -7.6786 -0.2640
C -0.0098 3.4559 -4.7631
C 0.8136 4.5819 -5.1869
N 1.4273 5.4940 -5.5186
H 0.4851 2.8989 -3.9695
H -0.9630 3.8282 -4.3949
H -0.2024 2.7880 -5.6004
C -4.5299 1.6342 -4.7129
C -4.5274 0.3300 -4.0569
N -4.5292 -0.6955 -3.5397
H -5.1118 2.3435 -4.1276
H -3.5132 2.0120 -4.8056
H -4.9687 1.5479 -5.7050
C -2.4328 7.0129 -5.3259
C -2.8504 5.6164 -5.3833
N -3.1597 4.5091 -5.4330
H -3.2573 7.6332 -4.9800
H -1.5903 7.1184 -4.6445
H -2.1230 7.3440 -6.3153
*
```

=====

Density functional theory data (the ωB97M-V functional and the def2-TZVPD basis) for 2 unconnected molecules or ions with the total composition C9H11O2 in a non-equilibrium geometry.

energy above the lowest of the compared OMol25 structures with the same formula, charge and spin: 26.1 kJ/mol
orbital gap: 7.5667 eV
HOMO: -4.19 eV
largest force on an atom: 1.7 eV/A

Geometry as ORCA input:
```
! RIJCOSX wB97M-V def2-TZVPD def2/J DEFGRID3
* xyz -1 1
C 1.7021 4.0673 0.5761
C 1.3137 2.5927 0.8984
O 0.2994 2.4609 1.6076
O 2.0451 1.6914 0.4184
H 2.6514 4.0741 0.0496
H 1.6432 4.5897 1.5269
H 0.9240 4.4386 -0.0955
C -2.8989 -2.8017 0.1519
C 0.2567 -0.6482 0.1829
C -0.9841 -1.1896 0.5548
C 0.8072 -0.9734 -1.0304
C -1.6335 -2.0989 -0.2613
C 0.1168 -1.8002 -1.9407
C -1.0987 -2.3050 -1.5583
H 0.8215 0.0982 0.7563
H -1.4668 -1.0166 1.5132
H 1.7495 -0.5063 -1.2834
H 0.5310 -2.0210 -2.9167
H -3.1829 -2.3640 1.1128
H -2.6991 -3.8572 0.3063
H -1.7673 -2.8942 -2.1861
H -3.7226 -2.6477 -0.5458
*
```

=====

Question: The highest largest force on an atom belongs to which entry?
Answer: C6H9N

=====

Question: Among the records above, which one has the highest largest force on an atom?
Answer: C6H9N

=====

Question: Which formula does entry 7 have?
Answer: C6H9N